# 1
Entry from OMol25: a cluster of 2 separate species, C2H4O3 in total (the ωB97M-V functional and the def2-TZVPD basis).

The geometry in XYZ format:
```
9
Properties=species:S:1:pos:R:3:forces:R:3
C -1.787163 0.401776 1.355243 1.51 0.05 1.18
C 0.792092 -0.323816 -1.052207 0.88 1.65 1.89
O -0.929367 0.251468 2.123571 -0.08 -0.15 0.03
O -2.596349 0.599358 0.576359 -1.48 0.14 -1.21
O 1.669812 -0.445279 0.148051 -0.60 -0.28 -2.01
H 0.912645 0.704360 -1.443103 0.30 -0.64 -0.43
H -0.174190 -0.286324 -0.597753 -1.16 -0.62 -0.45
H 0.908604 -1.092238 -1.793191 0.28 -0.32 0.02
H 1.203916 0.190695 0.683030 0.35 0.17 0.98
```
Forces are in eV/Å.

Summary:
- lowest unoccupied orbital energy (eV) = 0.380
- E_HOMO (eV) = -10.402
- SMILES = O=C=O.CO
- total charge = 0
- molecular weight (g mol⁻¹) = 76.051

=====

# 2
Entry from OMol25: the ion C2H4O3P with charge -1 (the ωB97M-V functional and the def2-TZVPD basis).

The geometry in XYZ format:
```
10
Properties=species:S:1:pos:R:3:forces:R:3
C -0.023833 0.518006 -0.488162 -0.12 1.66 -1.56
C -0.519039 1.234352 0.736804 -1.62 -1.54 2.36
O 1.496950 -1.440634 -1.756661 -0.10 -0.20 -1.23
O -0.282625 1.091905 -1.544573 0.27 -0.60 -0.13
O 0.438545 -2.113729 0.452549 0.28 1.17 0.12
P 1.289927 -0.860165 -0.402012 0.43 -0.33 1.81
H -0.313225 0.534315 1.599550 -0.24 0.95 -0.41
H -1.631863 1.229285 0.594950 0.68 -0.17 0.18
H -0.348872 2.280992 1.052993 0.80 -0.49 -0.78
H -0.105967 -2.474327 -0.245439 -0.39 -0.45 -0.35
```
Forces are in eV/Å.

Summary:
- lowest unoccupied orbital energy (eV) = 4.177
- E_HOMO (eV) = -2.853
- SMILES = CC(=O)P([O-])O
- total charge = -1
- molecular weight (g mol⁻¹) = 107.025

=====

# 3
Entry from OMol25: a structure of composition C2H4O3S (the ωB97M-V functional and the def2-TZVPD basis).

The geometry in XYZ format:
```
10
Properties=species:S:1:pos:R:3:forces:R:3
C 0.489045 -0.248234 1.074408 2.38 -1.01 -0.22
C -0.833012 -0.458171 -0.820772 5.35 -2.03 2.26
O 1.547561 1.130238 -1.211937 -0.20 -1.09 0.17
O -0.466193 1.985514 -0.084479 0.32 0.50 0.12
O 0.202783 -1.375023 0.334077 -2.61 0.71 -3.16
S 0.409308 0.881938 -0.378812 -2.33 0.96 0.66
H -0.428445 0.012213 1.603352 0.68 0.67 0.98
H 1.523446 -0.487106 1.551566 -2.01 1.23 -0.13
H -0.683518 -0.973115 -1.725128 -0.21 -0.49 -1.17
H -1.760976 -0.468254 -0.342275 -1.37 0.56 0.48
```
Forces are in eV/Å.

Summary:
- lowest unoccupied orbital energy (eV) = -0.141
- E_HOMO (eV) = -10.689
- total charge = 0
- molecular weight (g mol⁻¹) = 108.118

=====

# 4
Entry from OMol25: a cluster of 2 separate species, C2H4O4 in total (the ωB97M-V functional and the def2-TZVPD basis).

The geometry in XYZ format:
```
10
Properties=species:S:1:pos:R:3:forces:R:3
O 2.031242 4.121836 -1.360491 0.55 0.57 1.54
O 0.347703 5.276466 -0.496881 -0.51 0.45 0.01
C 1.557433 4.676636 -0.394141 -1.54 -1.08 -1.97
H -0.062707 5.193666 -1.400611 1.09 -0.11 1.03
H 1.842933 4.658356 0.676279 0.42 0.17 -0.61
O -0.371047 -3.781241 0.115969 -0.12 -0.94 0.48
O -1.585036 -5.659490 0.555339 1.09 -0.36 -1.00
C -1.069286 -4.452491 0.832749 -0.81 1.24 -0.29
H -1.157986 -5.966550 -0.290451 -0.57 0.34 0.90
H -1.533246 -4.067191 1.762238 0.41 -0.28 -0.08
```
Forces are in eV/Å.

Summary:
- lowest unoccupied orbital energy (eV) = 0.803
- E_HOMO (eV) = -10.937
- SMILES = O=CO.O=CO
- total charge = 0
- molecular weight (g mol⁻¹) = 92.050

=====

# 5
Entry from OMol25: a cluster of 2 separate species, C2H4O4S in total (the ωB97M-V functional and the def2-TZVPD basis).

The geometry in XYZ format:
```
11
Properties=species:S:1:pos:R:3:forces:R:3
C -0.483332 -1.178176 -0.328605 2.98 -0.07 2.08
C -0.427565 -1.016636 1.217455 -1.00 0.01 -2.41
O -3.382899 -0.919784 0.759328 0.75 -0.71 -0.01
O -2.942360 1.455081 0.206691 -0.27 -1.57 -0.83
O -1.144100 -0.683433 -1.184228 -1.84 0.17 -0.25
O -4.896916 0.250262 -0.685925 -0.36 0.05 -1.47
S -3.643145 0.214452 -0.043234 0.00 2.18 2.31
H 0.526698 -1.530540 -0.556486 0.22 -0.77 -1.05
H 0.447521 -1.410637 1.654267 1.27 -0.27 -0.06
H -1.221155 -1.379619 1.771060 -1.92 -0.62 0.87
H -0.477766 0.035198 1.206989 0.18 1.60 0.83
```
Forces are in eV/Å.

Summary:
- lowest unoccupied orbital energy (eV) = -1.399
- E_HOMO (eV) = -10.272
- SMILES = O=S(=O)=O.CC=O
- total charge = 0
- molecular weight (g mol⁻¹) = 124.117

=====

# 6
Entry from OMol25: a cluster of 2 separate species, C2H4O5S2 in total (the ωB97M-V functional and the def2-TZVPD basis).

The geometry in XYZ format:
```
13
Properties=species:S:1:pos:R:3:forces:R:3
C 1.085071 -0.092876 -0.702643 -1.77 0.56 2.37
C -0.819280 0.127588 0.744802 2.11 -0.90 -2.08
O 3.591893 -0.743454 -0.550306 -0.03 0.05 0.20
O -3.078950 1.431982 0.219135 0.07 -0.01 -0.04
O 2.963280 1.572014 0.120395 -0.13 -0.03 0.07
O -2.726260 -0.934766 -0.499849 0.12 0.15 -0.12
O -1.072023 -1.060753 1.322851 -0.26 0.29 -0.15
S 2.649387 0.106876 0.278985 -0.41 -0.14 -0.83
S -2.162952 0.491929 -0.510724 -0.02 0.06 0.35
H 0.936803 -1.104025 -1.050865 -0.01 -0.27 -0.03
H 0.899342 0.679247 -1.437755 0.21 0.20 -0.15
H -0.465113 0.917329 1.388535 -0.04 0.20 0.06
H -1.801201 -1.391095 0.677434 0.16 -0.14 0.34
```
Forces are in eV/Å.

Summary:
- lowest unoccupied orbital energy (eV) = 5.982
- E_HOMO (eV) = -0.085
- total charge = -2
- molecular weight (g mol⁻¹) = 172.183

=====

# 7
Entry from OMol25: the molecule C2H4OS (the ωB97M-V functional and the def2-TZVPD basis).

The geometry in XYZ format:
```
8
Properties=species:S:1:pos:R:3:forces:R:3
C -0.048139 -0.938054 0.807024 -0.33 0.77 0.66
C 0.135019 1.069400 -0.943384 0.95 3.97 -3.09
H -0.978266 -0.701622 0.143144 1.17 -1.18 1.89
H 0.155530 -2.079613 1.115055 -0.69 2.93 -0.72
H 0.073467 -0.115523 1.639989 -1.08 -2.47 -0.86
H -0.947456 0.884531 -0.930035 -0.01 -0.83 0.73
O 0.364886 2.159209 -1.570501 0.38 -4.83 2.96
S 1.244958 -0.278327 -0.261294 -0.40 1.65 -1.57
```
Forces are in eV/Å.

Summary:
- lowest unoccupied orbital energy (eV) = 0.389
- E_HOMO (eV) = -9.599
- SMILES = CSC=O
- total charge = 0
- molecular weight (g mol⁻¹) = 76.120

=====

# 8
Entry from OMol25: the molecule C2H4OS (the ωB97M-V functional and the def2-TZVPD basis).

The geometry in XYZ format:
```
8
Properties=species:S:1:pos:R:3:forces:R:3
C 1.092881 0.194737 -1.026439 0.68 -3.13 -0.40
C 0.024351 -0.280183 -0.393386 0.13 -0.19 0.21
O -0.789004 0.693301 0.179183 -0.95 -1.03 1.68
S -1.949164 0.245983 1.402061 0.53 0.14 -1.46
H 1.708774 -0.662587 -1.579211 -0.99 2.62 1.22
H 1.331992 1.225817 -0.814052 0.43 0.07 -0.79
H -0.189137 -1.376482 -0.273853 -0.37 1.36 -0.17
H -1.230693 -0.040586 2.505698 0.54 0.16 -0.28
```
Forces are in eV/Å.

Summary:
- lowest unoccupied orbital energy (eV) = 0.331
- E_HOMO (eV) = -9.282
- SMILES = C=COS
- total charge = 0
- molecular weight (g mol⁻¹) = 76.120

=====

# 9
Entry from OMol25: the molecule C2H4OS (the ωB97M-V functional and the def2-TZVPD basis).

The geometry in XYZ format:
```
8
Properties=species:S:1:pos:R:3:forces:R:3
C 1.670012 -0.193949 0.488332 -2.57 -1.36 -1.31
C -0.834403 0.570808 -0.025886 0.98 -0.14 -0.01
O 0.411966 -0.023703 0.011382 0.15 -0.26 0.36
S -1.944366 -0.149608 -1.160490 0.58 2.00 -1.89
H 2.066478 -1.222133 0.451197 -0.61 0.70 -0.25
H 2.185038 0.539352 0.995564 0.67 1.80 0.95
H -1.051939 1.670239 -0.071385 1.26 -0.93 0.58
H -2.502786 -1.191004 -0.688714 -0.47 -1.81 1.57
```
Forces are in eV/Å.

Summary:
- lowest unoccupied orbital energy (alpha / beta) (eV) = 0.411 / -0.011
- E_HOMO (alpha / beta) (eV) = -8.095 / -8.008
- total charge = 0
- molecular weight (g mol⁻¹) = 76.120

=====

# 10
Entry from OMol25: the molecule C2H4OS2 (the ωB97M-V functional and the def2-TZVPD basis).

The geometry in XYZ format:
```
9
Properties=species:S:1:pos:R:3:forces:R:3
C -0.673142 -0.211866 0.206706 -2.22 1.28 -1.01
C 0.705144 0.511862 0.183901 -4.59 -1.44 -0.74
H 0.337585 -2.132913 0.916879 -0.45 -0.24 -1.10
H -1.373257 0.135653 -0.609428 0.72 -0.06 0.83
H -1.271306 -0.072081 1.187419 1.41 -0.30 -1.42
H 0.040915 2.004035 -1.602683 -0.37 -0.35 0.24
O 1.453291 0.047294 0.940775 3.86 -0.61 2.80
S -0.385874 -1.943745 -0.253134 0.48 0.07 1.61
S 1.166644 1.661760 -0.970435 1.16 1.64 -1.22
```
Forces are in eV/Å.

Summary:
- lowest unoccupied orbital energy (eV) = 0.485
- E_HOMO (eV) = -9.281
- SMILES = O=C(S)CS
- total charge = 0
- molecular weight (g mol⁻¹) = 108.187